57
Properties=species:S:1:pos:R:3 method="wB97M-V/def2-TZVPD" lumo_energy_ha="-0.269 / -0.282" e_tot_ha=-1498.548973 e_above_lowest_kcal_mol=0.00 total_charge=+2 multiplicity=3 s_squared=2.018 fmax_ha_per_bohr=0.025 gap_ha="0.2203 / 0.2466"
W 0.160 0.133 -0.285
O 3.429 -2.228 0.806
C 2.235 -1.705 0.700
O 2.008 -0.715 -0.098
C 1.132 -2.193 1.418
C 1.075 -3.276 2.315
C -0.121 -3.594 2.899
C -1.275 -2.836 2.584
C -1.162 -1.803 1.696
N 0.021 -1.459 1.112
C -2.228 -0.933 1.185
O -3.468 -0.982 1.569
O -1.911 -0.127 0.296
H 4.069 -1.782 0.229
H 1.978 -3.834 2.526
H -0.194 -4.417 3.595
H -2.219 -3.090 3.046
H -3.629 -1.614 2.284
C -1.939 -0.096 -2.448
N -0.884 0.796 -1.949
C -0.324 1.686 -2.768
C 0.936 2.115 -2.421
C 1.864 3.084 -2.854
C 2.955 2.980 -2.013
C 2.661 1.976 -1.075
N 1.457 1.446 -1.313
C -1.469 -1.502 -2.134
C -2.355 -2.507 -1.752
C -1.876 -3.757 -1.398
C -0.508 -4.031 -1.406
C 0.381 -3.048 -1.791
C -0.095 -1.780 -2.153
H -2.076 0.047 -3.522
H -2.887 0.108 -1.953
H -0.849 2.001 -3.663
H 1.740 3.757 -3.687
H 3.869 3.547 -2.059
H 3.289 1.611 -0.277
H -3.420 -2.307 -1.738
H -2.574 -4.536 -1.119
H -0.155 -5.018 -1.142
H 1.441 -3.258 -1.853
H 0.608 -1.066 -2.584
C 1.311 2.973 2.317
C 0.030 2.848 1.519
C -1.205 2.933 2.397
C -0.030 3.811 0.350
O 0.004 1.469 0.969
H 1.321 3.941 2.818
H 2.187 2.924 1.670
H 1.372 2.200 3.083
H -1.268 3.926 2.842
H -1.156 2.204 3.206
H -2.109 2.771 1.809
H -0.079 4.828 0.739
H -0.922 3.640 -0.253
H 0.862 3.738 -0.272